{"formula": "C23H30BF4N10Tc", "method": "ωB97M-V with the def2-TZVPD basis set", "relative_energy_kj_mol": 274.25, "homo_lumo_gap_ev": [3.7871, 3.5283], "e_homo_ev": [-15.509, -15.510], "spin_multiplicity": 4, "max_force_ev_per_a": 2.39, "total_charge": 3, "symbols": ["Tc", "F", "F", "F", "F", "N", "N", "N", "N", "N", "N", "N", "N", "N", "N", "C", "C", "C", "C", "C", "C", "C", "C", "C", "C", "C", "C", "C", "C", "C", "C", "C", "C", "C", "C", "C", "C", "C", "B", "H", "H", "H", "H", "H", "H", "H", "H", "H", "H", "H", "H", "H", "H", "H", "H", "H", "H", "H", "H", "H", "H", "H", "H", "H", "H", "H", "H", "H", "H"], "xyz": [[0.41, -1.45, 0.08], [-0.71, -2.25, -2.95], [-2.79, -3.07, -3.26], [-1.17, -2.33, -0.38], [-2.41, -0.83, -3.11], [0.94, 0.31, 1.35], [-1.84, 1.95, -1.61], [-4.02, 5.71, -1.13], [-0.13, -2.06, 2.42], [-3.72, 4.83, -1.95], [1.11, -3.29, -1.01], [-0.95, 0.17, -0.70], [-2.60, 4.21, -1.58], [4.60, -3.95, -4.16], [2.37, -1.96, 1.15], [-2.82, 1.35, -0.88], [-2.17, 4.76, -0.39], [-2.27, 0.25, -0.32], [0.56, -4.49, -0.81], [1.00, -5.64, -1.45], [2.11, -3.19, -1.89], [-1.97, 6.30, 1.89], [-3.12, 5.78, -0.11], [2.09, -3.06, 2.10], [1.00, -2.67, 3.11], [3.07, -0.81, 1.77], [0.56, 1.48, -2.19], [2.61, -4.29, -2.58], [-2.03, 3.16, -2.38], [-1.05, 5.28, 1.63], [-0.61, -0.80, 2.96], [3.70, -4.11, -3.47], [0.43, 0.30, 2.75], [-3.01, 6.58, 1.02], [-0.72, 1.21, -1.50], [-1.13, 4.49, 0.50], [2.04, -5.55, -2.35], [2.41, 0.48, 1.27], [-2.00, -2.07, -3.13], [2.42, -6.42, -2.87], [0.70, -3.57, 3.65], [-1.53, -0.53, 2.43], [-0.44, 3.68, 0.32], [0.40, 1.56, -3.26], [-0.90, -2.72, 2.31], [1.25, 0.66, -2.02], [3.02, -0.88, 2.85], [-2.73, 2.98, -3.21], [-0.26, 5.11, 2.34], [-0.86, -0.86, 4.03], [1.02, 2.42, -1.85], [4.13, -0.80, 1.50], [2.53, -2.21, -2.06], [-3.82, 1.73, -0.82], [1.40, -1.96, 3.84], [0.53, -6.59, -1.24], [-3.69, 7.40, 1.19], [2.99, -2.35, 0.44], [-1.06, 3.48, -2.80], [2.68, 0.65, 0.23], [0.52, 1.12, 0.89], [2.75, 1.34, 1.85], [3.00, -3.35, 2.64], [-0.27, -4.54, -0.12], [-2.73, -0.51, 0.28], [-1.85, 6.89, 2.78], [-0.02, 1.27, 2.99], [1.27, 0.16, 3.43], [1.76, -3.92, 1.52]], "mulliken_spin": [2.85, 0.01, 0.00, 0.07, 0.00, -0.04, 0.01, 0.00, 0.15, 0.00, -0.06, -0.11, 0.00, 0.00, -0.03, 0.00, 0.00, 0.05, 0.03, -0.01, 0.03, 0.00, 0.00, 0.01, 0.00, 0.00, 0.00, -0.01, 0.00, 0.00, -0.01, 0.00, 0.01, 0.00, 0.03, 0.00, 0.01, 0.00, 0.01, 0.00, 0.00, -0.01, 0.00, 0.00, 0.00, 0.00, 0.00, 0.00, 0.00, 0.01, 0.00, 0.00, 0.00, 0.00, 0.00, 0.00, 0.00, 0.00, 0.00, 0.00, 0.01, 0.01, 0.00, 0.00, 0.00, 0.00, 0.00, 0.00, -0.01]}

{"formula": "C38H37F11N7O10S3Ti", "method": "ωB97M-V with the def2-TZVPD basis set", "homo_lumo_gap_ev": [3.7311, 5.3482], "e_homo_ev": [-5.308, -6.927], "spin_multiplicity": 2, "max_force_ev_per_a": 1.72, "symbols": ["Ti", "S", "S", "S", "F", "F", "F", "F", "F", "F", "F", "F", "F", "F", "F", "O", "O", "O", "O", "O", "O", "O", "O", "O", "O", "N", "N", "N", "N", "N", "N", "N", "C", "C", "C", "C", "C", "C", "C", "C", "C", "C", "C", "C", "C", "C", "C", "C", "C", "C", "C", "C", "C", "C", "C", "C", "C", "C", "C", "C", "C", "C", "C", "C", "C", "C", "C", "C", "C", "C", "H", "H", "H", "H", "H", "H", "H", "H", "H", "H", "H", "H", "H", "H", "H", "H", "H", "H", "H", "H", "H", "H", "H", "H", "H", "H", "H", "H", "H", "H", "H", "H", "H", "H", "H", "H", "H"], "xyz": [[-0.13, -0.16, 0.23], [-0.30, -3.51, -3.23], [-4.29, 1.26, -2.08], [1.77, -2.03, -2.06], [-4.73, -4.50, -1.83], [1.93, 0.30, -3.32], [2.93, -1.32, -4.35], [3.81, -0.45, -2.58], [0.73, -1.82, 1.45], [2.07, -3.75, 2.72], [-0.33, -1.23, -4.61], [6.05, -1.30, 2.18], [4.80, 0.59, 0.91], [-2.10, -2.45, -4.84], [-1.80, -1.32, -3.02], [-1.79, 1.19, 3.63], [-0.60, 0.47, 1.89], [-4.93, 0.04, -2.49], [-0.37, -4.50, -4.25], [-5.12, 2.29, -1.52], [-1.62, -1.22, 0.26], [2.78, -2.56, -1.20], [0.77, -1.16, -1.42], [-0.76, 1.03, -1.07], [-0.94, -3.73, -1.97], [1.21, -3.04, -3.09], [0.27, 2.87, 0.51], [-9.54, -5.16, -1.78], [-3.04, 0.92, -1.06], [1.82, 0.44, 0.58], [-5.00, -1.21, 2.59], [-7.23, -4.02, -0.69], [4.72, -1.44, 2.03], [-0.70, 3.78, -0.07], [-7.39, -4.04, -2.13], [2.66, -0.80, -3.16], [-6.65, -2.36, 4.11], [-1.27, 2.80, -5.02], [4.04, -0.42, 1.39], [-4.80, -3.66, -0.77], [2.08, -1.66, 1.68], [-1.91, 1.22, -1.62], [2.44, 1.70, 0.17], [-4.95, -2.04, 1.46], [-8.87, -3.98, -2.44], [4.11, -2.58, 2.52], [1.44, 2.73, -0.33], [-7.80, -5.17, -0.05], [-1.98, 1.83, -2.97], [0.54, 3.10, 1.93], [-6.19, -1.13, 3.38], [-0.94, 2.27, -3.78], [-1.69, 0.49, 2.64], [-3.93, -0.42, 2.91], [-2.12, 3.54, 0.42], [-6.09, -2.68, 0.99], [-2.78, -0.41, 2.19], [-1.18, -2.03, -3.97], [-9.30, -5.17, -0.29], [-3.29, 1.91, -3.39], [-3.66, -3.00, -0.36], [-2.60, 2.87, -5.44], [-3.73, -2.14, 0.74], [2.75, -2.67, 2.31], [1.29, 4.39, 2.27], [-6.06, -1.21, 4.87], [2.64, -0.47, 1.19], [-6.03, -3.48, -0.16], [-2.66, -1.28, 1.07], [-3.64, 2.43, -4.62], [-7.04, -2.51, 1.46], [-4.67, 2.48, -4.94], [0.68, 5.27, 2.10], [-5.07, -1.33, 5.28], [1.57, 4.38, 3.33], [-2.43, 2.51, 0.23], [1.07, 2.43, -1.31], [-9.13, -6.01, -2.17], [3.16, 1.55, -0.65], [1.09, 2.23, 2.30], [-10.53, -5.18, -1.98], [-9.08, -4.04, -3.51], [-9.33, -3.08, -2.02], [-6.90, -3.17, -2.56], [-2.82, 4.20, -0.09], [2.01, 3.67, -0.48], [-6.03, -3.24, 4.00], [-2.83, 3.28, -6.41], [3.01, 2.11, 1.01], [-6.96, -0.47, 2.98], [-0.49, 3.15, -5.68], [-7.61, -5.14, 1.02], [-0.43, 4.84, 0.10], [0.08, 2.20, -3.45], [-6.95, -4.93, -2.60], [-7.38, -6.12, -0.43], [-9.80, -6.05, 0.12], [2.21, 4.49, 1.70], [-7.71, -2.55, 4.18], [-2.73, -3.13, -0.89], [-2.21, 3.71, 1.49], [-4.04, 0.22, 3.77], [-9.75, -4.26, 0.10], [4.67, -3.36, 3.01], [-0.41, 3.07, 2.45], [-0.67, 3.64, -1.15], [-6.73, -0.58, 5.45]], "mulliken_spin": [0.21, 0.00, 0.00, 0.00, 0.00, 0.00, 0.00, 0.00, 0.00, 0.00, 0.00, 0.00, 0.00, 0.00, 0.00, 0.00, -0.01, 0.00, 0.00, 0.00, -0.01, 0.00, 0.00, 0.04, 0.00, 0.00, 0.00, 0.00, 0.00, 0.00, 0.07, 0.01, 0.00, 0.00, 0.01, 0.00, 0.00, 0.00, 0.00, -0.01, 0.01, 0.00, 0.00, 0.06, 0.00, 0.00, 0.01, 0.02, 0.01, 0.00, 0.00, 0.00, -0.02, 0.18, 0.00, -0.02, -0.01, 0.00, 0.00, 0.00, 0.09, 0.00, 0.01, 0.00, 0.00, 0.00, -0.01, 0.07, 0.24, 0.00, 0.01, 0.00, 0.00, 0.00, 0.00, 0.00, -0.01, 0.00, 0.00, 0.00, 0.00, 0.00, 0.00, 0.00, 0.00, 0.00, 0.00, 0.00, 0.00, -0.01, 0.00, 0.00, 0.00, 0.00, 0.00, 0.00, 0.00, 0.00, 0.00, 0.03, 0.00, 0.02, 0.00, 0.00, 0.00, 0.00, 0.00]}